Molecular formula: C3H4OS
Method: DFT, ωB97M-V/def2-TZVPD

## Properties
Relative energy (zero: lowest compared OMol25 entry of this formula, charge and spin), kJ/mol: 127.2
Maximum force, hartree/bohr: 0.0535
SMILES: C1=CSCO1
E_tot, eV: -16056.7910
HOMO energy, eV: -7.849

Last column: natural (NBO) charge in e.
Positions of all 9 atoms, in Å:
1 C -0.973 -0.333 0.333  0.135
2 C 0.013 -0.789 1.129  -0.478
3 S 1.547 -0.436 0.267  0.150
4 C 0.664 0.781 -0.881  -0.142
5 O -0.709 0.609 -0.596  -0.492
6 H -2.043 -0.502 0.578  0.206
7 H -0.230 -1.665 1.720  0.248
8 H 0.819 0.570 -1.904  0.189
9 H 0.912 1.765 -0.646  0.184